Entry 1:
Entry from the Open Molecules 2025 dataset: a molecular structure, C39H54BrNO4RhSeSi (the ωB97M-V functional and the def2-TZVPD basis).

Output
Total charge   -1
2S+1   5
HOMO (alpha / beta)   -4.40 / -4.55 eV
Lowest unoccupied orbital energy (alpha / beta)   2.5 / 1.1 eV
HOMO-LUMO gap (alpha / beta)   6.877 / 5.606 eV

Cartesian coordinates (Å):
Rh1 -0.63 0.72 2.11
C1 3.80 -4.43 -1.22
C2 4.29 -4.03 0.18
C3 4.01 -5.18 1.16
C4 5.80 -3.81 0.11
C5 3.55 -2.77 0.63
C6 2.17 -2.77 0.74
C7 1.48 -1.62 1.12
Se1 -0.43 -1.70 1.22
C8 -0.84 -1.39 -0.62
C9 -1.03 -2.45 -1.48
C10 -1.27 -2.22 -2.83
C11 -1.36 -0.89 -3.21
C12 -1.20 0.21 -2.36
C13 -0.85 -0.04 -1.01
O1 -0.54 0.91 -0.17
C14 -1.39 1.61 -2.95
C15 -1.31 2.74 -1.91
C16 -2.79 1.70 -3.60
C17 -0.32 1.88 -4.02
C18 -1.41 -3.40 -3.80
C19 -1.72 -2.94 -5.22
C20 -2.55 -4.33 -3.34
C21 -0.10 -4.19 -3.82
C22 2.12 -0.40 1.40
O2 1.47 0.69 1.72
C23 3.54 -0.41 1.35
C24 4.20 -1.57 0.96
C25 4.31 0.87 1.71
C26 3.94 1.31 3.13
C27 5.82 0.68 1.66
C28 3.95 1.99 0.71
H1 4.34 -5.32 -1.58
H2 3.96 -3.62 -1.93
H3 2.73 -4.67 -1.21
H4 4.54 -6.09 0.85
H5 2.95 -5.41 1.21
H6 4.34 -4.91 2.16
H7 6.28 -4.74 -0.22
H8 6.21 -3.55 1.09
H9 6.06 -3.02 -0.60
H10 1.60 -3.67 0.52
H11 -0.98 -3.46 -1.08
H12 -1.58 -0.67 -4.25
H13 -2.01 2.59 -1.09
H14 -1.53 3.69 -2.41
H15 -0.31 2.80 -1.47
H16 -3.56 1.46 -2.86
H17 -2.90 1.01 -4.44
H18 -2.97 2.71 -3.97
H19 0.67 1.86 -3.58
H20 -0.48 2.87 -4.47
H21 -0.36 1.14 -4.82
H22 -2.65 -2.37 -5.27
H23 -1.82 -3.81 -5.88
H24 -0.92 -2.31 -5.62
H25 -3.49 -3.78 -3.30
H26 -2.36 -4.74 -2.35
H27 -2.66 -5.17 -4.04
H28 0.73 -3.55 -4.12
H29 -0.16 -5.03 -4.53
H30 0.14 -4.60 -2.83
H31 5.27 -1.54 0.91
H32 4.24 0.54 3.85
H33 2.87 1.48 3.23
H34 4.48 2.23 3.39
H35 6.16 -0.10 2.35
H36 6.31 1.61 1.94
H37 6.17 0.42 0.65
H38 2.88 2.16 0.70
H39 4.27 1.71 -0.30
H40 4.46 2.92 0.99
Br1 0.35 3.99 1.19
C29 -0.53 3.88 2.85
C30 -1.19 4.99 3.35
C31 -1.85 4.87 4.56
C32 -1.83 3.65 5.21
C33 -1.15 2.60 4.62
N1 -0.52 2.70 3.45
H41 -1.18 5.92 2.80
H42 -2.39 5.71 4.97
H43 -2.33 3.50 6.16
H44 -1.11 1.62 5.08
O3 -1.89 -0.66 3.79
C34 -0.81 -0.81 4.40
O4 0.27 -0.28 4.04
H45 -0.80 -1.44 5.30
C35 -5.28 3.26 -0.85
Si1 -5.02 3.04 0.99
C36 -4.87 4.73 1.79
C37 -6.52 2.19 1.69
C38 -3.52 2.10 1.32
C39 -2.48 1.51 1.61
H46 -6.22 3.79 -1.04
H47 -5.33 2.28 -1.33
H48 -4.46 3.82 -1.31
H49 -5.76 5.34 1.61
H50 -4.00 5.26 1.39
H51 -4.74 4.61 2.87
H52 -7.42 2.78 1.51
H53 -6.41 2.04 2.77
H54 -6.65 1.20 1.24

---

Entry 2:
Entry from the Open Molecules 2025 dataset: 5 unconnected molecules or ions with the total composition C39H54F20N6O3S (the ωB97M-V functional and the def2-TZVPD basis).

Output
Total charge   0
HOMO   -8.54 eV
Lowest unoccupied orbital energy   0.5 eV
HOMO-LUMO gap   9.048 eV
ΔE to the lowest compared entry with this formula, charge and spin   0.0000 eV
SMILES   N[C@@H]1[C@@](CCCCO)(COC(F)(F)F)NC(=O)[C@]1(CCCS)CCC(F)(F)C(F)(F)C(F)(F)C(F)(F)C(F)(F)C(F)(F)C(F)(F)C(F)(F)F.CCCC#N.CCCC#N.CCCC#N.CCCC#N

Cartesian coordinates (Å):
N1 4.26 1.45 -1.91
C1 2.82 1.45 -1.67
C2 2.29 2.03 -0.29
C3 3.37 2.56 0.69
C4 2.75 2.80 2.11
C5 3.68 2.26 3.23
C6 3.04 1.03 3.90
O1 4.08 0.23 4.50
C7 1.48 3.30 -0.61
O2 0.21 3.01 -1.25
C8 -0.84 3.34 -0.52
F1 -0.83 2.80 0.69
F2 -1.92 2.90 -1.12
F3 -0.99 4.65 -0.41
N2 1.57 0.89 0.23
C9 1.01 0.17 -0.83
O3 -0.09 -0.27 -0.73
C10 2.00 0.12 -2.01
C11 1.28 0.50 -3.34
C12 0.66 -0.69 -4.11
C13 -0.69 -1.16 -3.54
S1 -1.49 -2.32 -4.75
C14 3.00 -1.05 -2.06
C15 2.30 -2.44 -1.99
C16 2.92 -3.42 -1.00
F4 4.27 -3.29 -1.10
F5 2.65 -4.67 -1.39
C17 2.60 -3.14 0.49
F6 2.98 -1.90 0.76
F7 3.41 -3.95 1.22
C18 1.18 -3.44 0.97
F8 0.78 -4.66 0.64
F9 0.32 -2.61 0.35
C19 0.97 -3.31 2.51
F10 1.77 -2.42 3.09
F11 1.30 -4.50 3.03
C20 -0.50 -3.02 2.94
F12 -1.39 -3.66 2.19
F13 -0.64 -3.55 4.16
C21 -0.84 -1.50 3.09
F14 -0.42 -1.15 4.32
F15 -0.18 -0.72 2.24
C22 -2.36 -1.15 3.04
F16 -2.51 -0.03 3.77
F17 -3.12 -2.06 3.62
C23 -2.87 -0.78 1.62
F18 -4.18 -0.89 1.55
F19 -2.59 0.48 1.36
F20 -2.33 -1.52 0.69
H1 4.69 0.94 -1.14
H2 4.59 2.40 -1.79
H3 2.43 2.19 -2.37
H4 3.68 3.54 0.30
H5 4.20 1.86 0.76
H6 2.68 3.88 2.26
H7 1.73 2.40 2.16
H8 3.80 3.06 3.96
H9 4.67 1.97 2.86
H10 2.34 1.36 4.68
H11 2.51 0.45 3.13
H12 3.68 -0.12 5.31
H13 1.28 3.92 0.27
H14 2.04 3.94 -1.30
H15 0.90 1.09 0.97
H16 0.46 1.18 -3.09
H17 1.95 1.00 -4.04
H18 1.35 -1.51 -4.29
H19 0.42 -0.30 -5.11
H20 -1.38 -0.33 -3.43
H21 -0.58 -1.74 -2.62
H22 -1.43 -3.53 -4.14
H23 3.78 -0.94 -1.30
H24 3.53 -0.96 -3.01
H25 1.23 -2.28 -1.86
H26 2.41 -2.91 -2.98
C24 -3.19 2.01 5.82
C25 -2.67 3.02 4.80
C26 -1.63 2.42 3.85
C27 -0.46 1.93 4.60
N3 0.45 1.55 5.18
H27 -2.39 1.65 6.47
H28 -3.95 2.47 6.46
H29 -3.64 1.15 5.33
H30 -2.23 3.87 5.33
H31 -3.51 3.40 4.21
H32 -1.30 3.17 3.13
H33 -2.06 1.58 3.29
C28 1.17 -3.71 6.47
C29 1.74 -5.11 6.63
C30 1.78 -5.58 8.09
C31 2.62 -4.69 8.89
N4 3.28 -4.00 9.52
H34 1.78 -2.97 6.98
H35 1.14 -3.44 5.42
H36 0.15 -3.65 6.86
H37 2.75 -5.14 6.21
H38 1.13 -5.81 6.05
H39 2.18 -6.59 8.15
H40 0.77 -5.59 8.51
C32 -4.36 3.02 -4.60
C33 -3.61 4.33 -4.37
C34 -2.27 4.39 -5.11
C35 -1.39 3.31 -4.65
N5 -0.71 2.47 -4.29
H41 -3.80 2.17 -4.23
H42 -5.32 3.03 -4.08
H43 -4.55 2.86 -5.67
H44 -3.45 4.46 -3.30
H45 -4.24 5.16 -4.70
H46 -1.78 5.35 -4.93
H47 -2.43 4.29 -6.19
C36 -4.54 0.66 -9.32
C37 -3.86 -0.70 -9.27
C38 -3.79 -1.27 -7.85
C39 -3.01 -0.38 -6.98
N6 -2.40 0.32 -6.31
H48 -3.98 1.41 -8.76
H49 -4.60 1.02 -10.35
H50 -5.55 0.61 -8.92
H51 -2.86 -0.62 -9.69
H52 -4.42 -1.40 -9.90
H53 -3.31 -2.25 -7.86
H54 -4.79 -1.39 -7.43

---

F_max for every record listed, in sequence, given in eV Å⁻¹: 0.86, 2.54.